(1)
{
  "formula": "C23H36F7N3O23",
  "method": "wB97M-V/def2-TZVPD",
  "de_lowest_kj_mol": 201.7,
  "max_force_ev_per_a": 3.45,
  "charge": 2,
  "homo_lumo_gap_ev": 6.9,
  "elements": ["N", "H", "H", "H", "H", "N", "H", "H", "H", "H", "N", "H", "H", "H", "H", "C", "C", "O", "O", "H", "H", "H", "C", "C", "O", "C", "O", "O", "F", "H", "H", "H", "C", "C", "O", "C", "O", "O", "F", "H", "H", "H", "C", "C", "O", "C", "O", "O", "F", "H", "H", "H", "C", "C", "O", "C", "O", "O", "F", "H", "H", "H", "C", "C", "O", "C", "O", "O", "F", "H", "H", "H", "C", "C", "O", "C", "O", "O", "F", "H", "H", "H", "C", "C", "O", "C", "O", "O", "F", "H", "H", "H"],
  "positions_angstrom": [[0.41849, 7.30967, 0.39181], [0.07514, 7.28193, 1.38771], [0.81868, 8.22997, 0.18981], [-0.29844, 7.11683, -0.30085], [1.19205, 6.65268, 0.31869], [0.55825, 3.54885, 2.88804], [1.24848, 3.88822, 2.22275], [1.04159, 3.16882, 3.70301], [0.03756, 2.80287, 2.41680], [-0.19055, 4.25855, 3.01556], [-3.56999, 5.36965, 0.79416], [-4.45907, 5.69530, 1.18769], [-3.59802, 4.34130, 0.82794], [-2.74884, 5.58860, 1.40197], [-3.33386, 5.43540, -0.19556], [-2.59038, 7.11872, 3.93478], [-1.29177, 6.81583, 3.20204], [-0.37315, 7.68935, 3.07406], [-1.31669, 5.72221, 2.55068], [-2.80724, 6.27864, 4.59494], [-3.39537, 7.29069, 3.21896], [-2.51253, 7.99614, 4.57612], [-7.28663, 9.77209, 2.40385], [-6.11224, 10.33179, 3.16902], [-5.13153, 9.38143, 2.79304], [-5.40311, 8.73141, 1.64603], [-4.70190, 7.93878, 1.08481], [-6.70516, 8.97168, 1.35961], [-6.33589, 10.26359, 4.49175], [-7.82717, 10.55801, 1.87780], [-7.95191, 9.11935, 2.96413], [-5.74203, 11.31247, 2.87291], [-2.46020, 10.57264, 5.12300], [-2.52931, 12.05854, 5.52009], [-3.19694, 11.97652, 6.74625], [-3.85763, 10.85847, 6.92955], [-4.58276, 10.57425, 7.81019], [-3.45424, 9.94334, 5.91520], [-3.27805, 12.66049, 4.54321], [-1.53389, 10.17758, 5.55726], [-2.47462, 10.51150, 4.03789], [-1.60297, 12.61800, 5.61034], [-3.38879, 6.86983, 7.49351], [-2.79323, 6.51725, 8.82559], [-3.73740, 5.66486, 9.37432], [-4.96622, 5.95222, 8.87849], [-5.98479, 5.66384, 9.40435], [-4.77960, 6.70629, 7.77329], [-2.72292, 7.61224, 9.63739], [-2.98033, 6.15890, 6.76946], [-3.06822, 7.85829, 7.17255], [-1.77203, 6.14056, 8.74707], [-4.85865, 4.14151, 3.64891], [-5.25934, 3.90138, 5.10617], [-5.87494, 5.11010, 5.49820], [-5.90766, 6.01339, 4.45613], [-6.30371, 7.11321, 4.56707], [-5.42985, 5.41773, 3.35762], [-4.11305, 3.77338, 5.84214], [-5.41771, 3.45986, 3.00399], [-3.79880, 4.14890, 3.39958], [-5.88399, 3.03552, 5.31714], [2.47008, 11.05514, 2.53455], [1.04596, 10.67033, 2.99420], [0.43071, 11.97513, 3.07851], [1.32722, 12.96041, 3.03009], [1.14740, 14.07584, 3.37793], [2.54261, 12.47150, 2.64972], [1.01214, 10.18387, 4.25170], [2.59089, 10.77815, 1.48403], [3.35574, 10.71081, 3.06716], [0.56029, 9.98061, 2.30926], [3.13934, 6.96860, 3.27670], [4.36478, 7.16281, 2.39554], [5.33042, 7.60743, 3.28826], [4.68671, 8.13800, 4.40299], [5.19684, 8.82285, 5.21433], [3.39948, 7.81583, 4.35720], [4.10141, 8.13582, 1.44693], [3.21428, 5.97306, 3.73822], [2.14614, 7.06421, 2.84049], [4.62948, 6.28090, 1.81384], [2.10655, 8.73923, 6.89563], [0.97636, 7.90339, 6.35122], [-0.05091, 8.11672, 7.31899], [0.47411, 8.58479, 8.45978], [-0.12906, 8.82363, 9.46161], [1.77844, 8.77966, 8.31285], [1.32232, 6.56837, 6.32773], [2.09263, 9.75695, 6.50711], [3.10023, 8.32415, 7.04565], [0.44682, 8.12513, 5.42609]]
}

(2)
{
  "formula": "C23H36LaN5O4",
  "method": "wB97M-V/def2-TZVPD",
  "de_lowest_kj_mol": 0.0,
  "max_force_ev_per_a": 2.56,
  "homo_lumo_gap_ev": 6.6,
  "elements": ["La", "N", "C", "C", "N", "C", "C", "N", "C", "C", "N", "H", "H", "H", "H", "H", "H", "H", "H", "H", "H", "H", "H", "H", "H", "H", "H", "H", "H", "C", "C", "C", "C", "C", "C", "C", "C", "C", "C", "H", "H", "H", "H", "H", "H", "H", "H", "H", "H", "H", "H", "H", "H", "H", "O", "C", "O", "C", "C", "C", "N", "C", "C", "C", "O", "O", "H", "H", "H"],
  "positions_angstrom": [[0.31691, 0.09357, -0.54895], [-0.39229, -0.19046, 2.05339], [-1.39538, -1.24034, 2.34806], [-2.50805, -1.34056, 1.30508], [-2.01843, -1.58784, -0.05707], [-1.54387, -2.98232, -0.19731], [-0.93775, -3.28185, -1.58536], [0.15068, -2.37479, -1.98481], [-3.15025, -1.35033, -0.98335], [-2.72016, -0.67509, -2.29126], [-1.83960, 0.48715, -2.08995], [0.41002, -0.36186, 2.66038], [-0.74775, 0.71482, 2.35318], [-1.86966, -1.07973, 3.31918], [-0.89948, -2.22065, 2.42503], [-3.08586, -0.38542, 1.33090], [-3.19501, -2.15407, 1.65081], [-2.38241, -3.69096, -0.04666], [-0.76212, -3.20829, 0.57743], [-1.75286, -3.25891, -2.33679], [-0.59058, -4.33503, -1.55776], [0.13867, -2.24214, -2.99415], [1.06057, -2.80801, -1.78456], [-3.89454, -0.69218, -0.46740], [-3.69660, -2.29526, -1.19994], [-3.66726, -0.39337, -2.81300], [-2.20209, -1.41200, -2.93174], [-2.33589, 1.23731, -1.62339], [-1.59974, 0.86101, -3.00711], [-0.94158, 3.16364, -0.89996], [-1.50620, 3.18568, 0.40784], [-0.44093, 2.93243, 1.32896], [0.75638, 2.71269, 0.58943], [0.45749, 2.91533, -0.80668], [1.45396, 3.07666, -1.90793], [2.15178, 2.57219, 1.16226], [-0.56672, 3.10300, 2.81611], [-2.90865, 3.60225, 0.77335], [-1.63171, 3.62128, -2.16154], [1.77367, 4.14961, -1.99861], [1.01385, 2.76890, -2.87439], [2.35956, 2.47223, -1.70968], [2.70121, 3.54822, 1.16537], [2.73340, 1.82283, 0.57557], [2.09861, 2.22669, 2.21652], [-0.60871, 4.18581, 3.08019], [0.29385, 2.64052, 3.34882], [-1.50018, 2.63841, 3.18827], [-2.89300, 4.56670, 1.34773], [-3.43553, 2.85436, 1.40657], [-3.52638, 3.75737, -0.12971], [-1.50692, 4.72878, -2.31320], [-2.73048, 3.41578, -2.10681], [-1.23932, 3.11844, -3.07106], [5.42522, -4.46975, 2.57282], [5.52173, -3.91790, 1.48180], [6.45198, -3.87868, 0.67851], [4.30319, -3.15612, 1.08154], [3.15636, -3.21214, 1.85892], [2.04412, -2.48007, 1.49277], [2.02106, -1.66761, 0.42332], [3.13652, -1.66168, -0.37067], [4.27987, -2.38305, -0.05109], [3.05853, -0.86091, -1.75069], [3.72966, -1.32936, -2.66533], [2.26403, 0.15139, -1.77834], [3.10211, -3.86364, 2.75086], [1.13284, -2.55044, 2.08560], [5.12608, -2.33223, -0.76032]]
}

(3)
{
  "formula": "C23H36N11PtS",
  "method": "wB97M-V/def2-TZVPD",
  "de_lowest_kj_mol": 0.0,
  "max_force_ev_per_a": 0.67,
  "charge": 3,
  "homo_lumo_gap_ev": 6.8,
  "elements": ["Pt", "S", "C", "C", "C", "C", "C", "N", "H", "H", "H", "H", "N", "C", "C", "N", "C", "C", "N", "C", "C", "N", "H", "H", "H", "H", "H", "H", "C", "C", "N", "C", "C", "C", "C", "N", "H", "H", "H", "H", "H", "H", "H", "H", "H", "H", "H", "H", "H", "H", "C", "N", "C", "N", "C", "N", "C", "N", "C", "C", "H", "H", "H", "H", "H", "H", "H", "H", "H", "H", "H", "H"],
  "positions_angstrom": [[-0.27942, 0.17936, -0.03057], [1.29969, 1.08163, 1.38398], [-0.11184, 1.90374, 2.04367], [-0.26763, 2.79993, 3.08079], [-1.54523, 3.29760, 3.29317], [-2.60384, 2.90822, 2.47213], [-2.37414, 1.99802, 1.46533], [-1.14259, 1.49559, 1.28922], [0.57580, 3.10197, 3.68639], [-1.71957, 4.00380, 4.09473], [-3.59786, 3.30689, 2.61601], [-3.15570, 1.65123, 0.80287], [1.67604, -1.76063, -3.09515], [2.83717, -1.30143, -2.51660], [2.47439, -0.63840, -1.38620], [1.10484, -0.71358, -1.27392], [0.64932, -1.38666, -2.32302], [-0.79019, -1.51487, -2.42611], [-1.52155, -0.88656, -1.51285], [-2.83701, -1.18040, -1.78680], [-2.88610, -1.99867, -2.87273], [-1.58383, -2.19937, -3.26176], [1.63144, -2.28510, -3.95759], [3.80609, -1.48488, -2.94902], [3.10175, -0.15381, -0.65780], [-3.65702, -0.78510, -1.21161], [-3.71650, -2.44842, -3.39017], [-1.29755, -2.79581, -4.02545], [-2.14865, 2.00524, -4.22352], [-1.80398, 3.21183, -3.35846], [-0.37506, 3.30707, -3.01230], [0.45324, 4.22588, -3.83199], [1.03951, 3.55655, -5.06460], [0.15116, 2.56316, -2.05582], [1.59112, 2.74213, -1.69782], [-0.59904, 1.70532, -1.36744], [-3.21901, 1.99678, -4.42754], [-1.88767, 1.06005, -3.73938], [-1.63044, 2.04881, -5.17935], [-2.38844, 3.22520, -2.43391], [-2.06072, 4.13095, -3.87899], [1.23397, 4.64937, -3.20621], [-0.19566, 5.05170, -4.11564], [1.59656, 2.65407, -4.80525], [1.72633, 4.24359, -5.55724], [0.26879, 3.29085, -5.78653], [1.75730, 3.76980, -1.37329], [2.24102, 2.55542, -2.55205], [1.86536, 2.08809, -0.88025], [-1.56793, 1.66600, -1.64934], [-1.41734, -1.07980, 2.62764], [-1.61626, -2.18732, 3.51172], [-0.32773, -2.62626, 4.06439], [0.56046, -3.06940, 2.98668], [0.80443, -1.98114, 2.09439], [-0.49895, -1.45082, 1.46399], [-1.14125, -2.67227, 0.80017], [-1.34517, -3.75355, 1.70917], [-2.22568, -3.30921, 2.79376], [-0.06377, -4.18232, 2.27455], [-0.95073, -0.26296, 3.17557], [-2.37149, -0.75838, 2.20594], [-0.50069, -3.45308, 4.75024], [0.13664, -1.80596, 4.61313], [1.45052, -2.29328, 1.27068], [1.26813, -1.16821, 2.63927], [-0.48178, -2.98248, -0.01246], [-2.10514, -2.35783, 0.41308], [-2.38450, -4.13324, 3.48631], [-3.19083, -3.00438, 2.38553], [0.59601, -4.52526, 1.47614], [-0.23449, -5.00578, 2.96517]]
}